# C30H44ClN3Tc

C30H44ClN3Tc as an isolated structure at a distorted geometry (wB97M-V/def2-TZVPD, OMol25).

XYZ file:
```
79
Properties=species:S:1:pos:R:3:forces:R:3
Tc -0.154 0.942 0.386 -0.8 -1.6 1.0
Cl -1.289 2.376 2.153 -0.5 0.9 -0.2
C 0.285 -0.938 -0.491 1.4 -0.1 -0.8
C 0.846 -1.065 -1.775 0.2 -1.1 0.0
C 1.205 -2.317 -2.324 0.2 0.1 -0.3
C 1.166 -3.505 -1.563 -0.4 0.0 -0.4
C 0.544 -3.429 -0.306 0.8 0.9 -0.5
C 0.191 -2.171 0.187 0.1 -0.7 0.1
H 0.991 -0.152 -2.359 0.1 -0.6 0.1
H 1.472 -2.350 -3.409 0.3 -0.1 0.9
H 0.356 -4.310 0.318 0.3 0.2 -0.2
H -0.204 -2.219 1.186 0.0 0.1 -0.1
C 1.750 -4.817 -2.068 -0.3 0.2 -0.2
H 1.488 -5.644 -1.399 0.0 0.1 -0.1
H 2.845 -4.803 -2.141 -0.1 0.2 0.1
H 1.385 -5.057 -3.076 0.0 0.0 0.1
C 1.109 3.979 -2.628 0.6 0.6 -0.5
N 1.279 3.015 -1.675 -1.3 0.3 0.4
H -0.210 4.045 -4.355 0.1 -0.3 0.2
N -0.249 2.323 -3.002 -0.3 0.5 1.4
H 1.693 4.880 -2.671 0.1 0.0 0.0
C 2.003 3.224 -0.436 0.3 0.3 0.2
C 3.188 4.123 -0.730 1.0 0.1 0.1
C 1.157 4.017 0.552 0.0 0.4 0.2
H 2.869 5.154 -0.959 0.2 -0.4 0.0
H 3.807 4.163 0.175 -0.1 0.1 -0.1
H 3.839 3.737 -1.524 -0.2 0.0 -0.1
H 2.843 1.858 0.983 0.0 -0.1 0.0
H 3.096 1.422 -0.742 0.1 -0.1 0.0
H 0.211 3.586 0.831 -0.2 -0.5 0.1
C 2.396 1.837 -0.011 0.5 0.0 0.9
H 0.902 4.955 0.062 0.1 0.5 0.0
H 1.711 4.218 1.484 -0.1 -0.1 -0.4
H 1.507 1.086 -0.013 2.2 0.3 -0.4
C 0.169 3.549 -3.473 0.1 0.2 -0.3
C -2.727 2.277 -3.025 -0.3 0.1 0.2
H -2.674 3.366 -3.072 0.0 0.1 -0.1
H -3.603 1.946 -3.612 0.4 0.0 0.2
C -1.432 1.685 -3.579 -0.3 0.3 -0.2
H -2.111 -0.349 -3.701 -0.2 0.0 -0.2
C -1.458 2.010 -5.069 -0.2 -0.4 -0.6
H -0.515 1.714 -5.546 -0.1 0.4 0.0
H -2.897 2.029 -1.986 0.1 -0.2 0.3
H -1.208 0.034 -2.253 0.2 -0.1 -0.3
H -1.717 3.071 -5.242 0.3 -0.6 -0.1
H -2.238 1.400 -5.550 0.1 0.2 0.2
C -1.258 0.218 -3.331 -0.7 -0.4 -0.2
H -0.353 -0.115 -3.856 -0.3 -0.1 0.3
C 0.312 2.063 -1.729 -0.9 0.2 -1.3
C 2.078 -1.780 5.529 0.0 0.4 0.3
C 1.508 -1.105 4.303 -0.1 -0.4 -0.4
C 2.418 -1.460 3.109 0.3 0.3 -0.4
C 0.030 -1.443 4.053 -0.2 -0.3 -0.3
C -0.725 -2.375 4.780 0.4 -0.2 0.2
C -1.976 -2.895 4.388 -0.1 0.1 0.0
C -2.485 -2.451 3.156 0.3 1.6 -0.2
C -1.826 -1.460 2.407 -0.3 -0.4 0.2
C -2.371 -1.002 1.027 -0.3 -0.3 0.8
C -2.707 -2.174 0.085 0.4 -0.5 -0.3
C -3.717 -0.309 1.187 -0.1 0.7 0.0
C -0.547 -0.905 2.851 0.7 0.8 -2.8
N 0.148 -0.144 1.955 -0.9 0.2 2.0
H 2.185 -2.863 5.429 -0.2 0.0 0.0
H 1.463 -1.503 6.377 -0.2 -0.4 0.5
H 3.065 -1.370 5.729 0.3 0.0 0.0
H 1.635 -0.026 4.442 -0.3 0.1 0.0
H 2.232 -2.480 2.740 0.1 0.2 0.1
H 2.287 -0.753 2.287 -0.5 -0.3 0.0
H 3.484 -1.333 3.370 -0.1 -0.4 0.3
H -0.287 -2.790 5.691 0.0 0.1 -0.1
H -2.568 -3.599 5.020 0.7 0.6 -0.5
H -3.483 -2.727 2.813 0.2 -0.4 0.0
H -1.566 -0.213 0.566 -2.4 -2.2 0.7
H -3.185 -3.011 0.626 -0.1 0.4 0.0
H -3.409 -1.823 -0.683 0.1 -0.1 0.0
H -1.846 -2.633 -0.411 -0.3 0.3 0.0
H -3.613 0.566 1.854 -0.3 -0.3 -0.4
H -4.000 -0.021 0.163 -0.2 0.5 0.3
H -4.535 -0.981 1.523 0.5 0.2 0.2
```
Forces are in eV/Å.

Results
Highest occupied orbital energy (spin up / spin down) ... 0.93 / 0.54 eV
Net charge ... -2
Energy above the lowest of the compared OMol25 structures with the same formula, charge and spin ... 0.0 kcal/mol
Max |F| ... 0.06555 hartree/bohr
Multiplicity ... 4
LUMO energy (spin up / spin down) ... 4.266 / 4.260 eV

# C30H44IrN6OTe

C30H44IrN6OTe as an isolated structure (wB97M-V/def2-TZVPD, OMol25).

XYZ file:
```
83
Properties=species:S:1:pos:R:3:forces:R:3
Ir 0.834 -1.748 -1.095 0.1 0.1 -0.2
C 3.124 -2.689 -2.715 0.0 0.0 0.0
C 1.925 -3.635 -2.860 0.0 0.0 0.0
N 0.654 -2.851 -2.806 0.0 -0.1 0.0
C 0.410 -2.070 -4.067 0.0 0.0 0.0
C -0.345 -0.825 -3.681 0.0 0.0 0.0
N 0.262 -0.286 -2.421 0.0 0.0 0.0
C 1.455 0.609 -2.580 0.0 0.0 0.0
C 2.717 -0.202 -2.826 -0.1 0.0 0.0
N 2.738 -1.439 -1.957 0.1 0.0 0.0
H 3.539 -2.407 -3.681 0.0 0.0 0.0
H 3.917 -3.201 -2.174 0.0 0.0 0.0
H 1.888 -4.352 -2.040 0.0 0.0 0.0
H 1.978 -4.198 -3.795 0.0 0.0 0.0
H -0.120 -3.506 -2.697 0.0 0.0 0.0
H -0.152 -2.680 -4.774 0.0 0.0 0.0
H 1.371 -1.851 -4.524 0.0 0.0 0.0
H -1.383 -1.065 -3.449 0.0 0.0 0.0
H -0.335 -0.071 -4.468 0.0 0.0 0.0
H -0.462 0.275 -1.978 0.0 0.0 0.0
H 1.539 1.173 -1.650 0.0 0.0 0.0
H 1.287 1.320 -3.390 0.0 0.0 0.0
H 3.595 0.409 -2.622 0.0 0.0 0.0
H 2.789 -0.506 -3.867 0.0 0.0 0.0
H 3.445 -1.296 -1.241 0.0 0.0 0.0
C 3.053 -0.071 1.740 0.0 0.0 0.0
N 3.357 -1.499 1.807 0.1 0.0 -0.1
C 4.606 -1.833 2.529 0.0 0.0 0.0
C 4.538 -3.239 3.077 0.0 0.0 0.0
C 4.132 -4.186 1.971 0.0 0.0 0.0
N 2.869 -3.725 1.350 0.1 0.0 -0.1
C 1.994 -4.777 0.847 -0.1 0.0 0.0
C 2.567 -2.434 1.295 -0.2 0.2 0.1
O 1.411 -2.065 0.758 0.1 -0.5 0.0
H 2.920 0.318 2.748 0.0 0.0 0.0
H 2.143 0.107 1.177 0.0 0.0 0.0
H 3.890 0.454 1.277 0.0 0.0 0.0
H 4.716 -1.105 3.331 0.0 0.0 0.0
H 5.447 -1.705 1.844 0.0 0.0 0.0
H 3.817 -3.291 3.895 0.0 0.0 0.0
H 5.509 -3.526 3.477 0.0 0.0 0.0
H 3.950 -5.185 2.361 0.0 0.0 0.0
H 4.902 -4.264 1.199 0.0 0.0 0.0
H 1.849 -5.523 1.627 0.0 0.0 0.0
H 2.451 -5.273 -0.012 0.0 0.0 0.0
H 1.023 -4.374 0.585 0.0 0.0 0.0
C -5.058 -3.015 0.964 0.0 0.0 0.0
C -3.673 -2.718 0.493 0.0 0.0 0.0
C -2.803 -3.722 0.066 0.0 0.0 0.0
C -1.535 -3.400 -0.363 0.0 0.0 0.0
N -1.074 -2.135 -0.400 0.0 0.0 0.0
C -1.898 -1.159 0.027 0.0 0.0 0.0
C -3.177 -1.411 0.466 0.0 0.0 0.0
H -5.282 -4.077 0.921 0.0 0.0 0.0
H -5.786 -2.480 0.352 0.0 0.0 0.0
H -5.188 -2.671 1.991 0.0 0.0 0.0
H -3.111 -4.759 0.071 0.0 0.0 0.0
H -0.856 -4.183 -0.678 0.0 0.0 0.0
H -1.498 -0.153 0.031 0.0 0.0 0.0
H -3.793 -0.585 0.797 0.0 0.0 0.0
Te -1.475 4.198 2.434 -0.2 0.4 0.1
C -1.632 4.532 0.370 0.0 -0.1 0.0
C -2.683 3.938 -0.326 0.0 0.1 0.0
C -2.806 4.168 -1.690 0.0 0.0 0.0
C -1.883 4.975 -2.346 0.0 0.0 0.0
C -0.835 5.555 -1.645 0.0 0.0 0.0
C -0.700 5.334 -0.280 0.0 0.0 0.0
C -2.817 5.597 3.084 0.2 -0.1 0.1
C -3.050 5.645 4.478 0.0 0.0 0.0
C -3.909 6.593 4.983 0.0 0.0 0.0
C -4.532 7.493 4.115 0.0 0.0 0.0
C -4.299 7.446 2.736 0.0 0.0 0.0
C -3.446 6.503 2.210 0.0 0.0 0.0
H -3.433 3.350 0.190 0.0 0.0 0.0
H -3.647 3.755 -2.232 0.0 0.0 0.0
H -2.001 5.181 -3.402 0.0 0.0 0.0
H -0.137 6.208 -2.152 0.0 0.0 0.0
H 0.102 5.816 0.265 0.0 0.0 0.0
H -2.559 4.951 5.149 0.0 0.0 0.0
H -4.096 6.643 6.047 0.0 0.0 0.0
H -5.203 8.243 4.515 0.0 0.0 0.0
H -4.786 8.157 2.083 0.0 0.0 0.0
H -3.261 6.472 1.145 0.0 0.0 0.0
```
Forces are in eV/Å.

Results
Highest occupied orbital energy (spin up / spin down) ... -17.57 / -18.02 eV
Net charge ... +4
Energy above the lowest of the compared OMol25 structures with the same formula, charge and spin ... 0.0 kcal/mol
Max |F| ... 0.01082 hartree/bohr
Multiplicity ... 2
LUMO energy (spin up / spin down) ... -11.523 / -11.691 eV

# C30H45AlBeBr4Cl6FN5O8

C30H45AlBeBr4Cl6FN5O8 as an isolated structure at a distorted geometry (wB97M-V/def2-TZVPD, OMol25).

XYZ file:
```
101
Properties=species:S:1:pos:R:3:forces:R:3
C 6.443 -1.051 3.887 -0.3 -0.3 0.4
O 5.960 0.253 4.138 -0.7 -0.2 -0.3
C 6.072 1.092 3.017 0.6 0.7 0.3
C 5.265 2.379 3.190 -0.3 -0.1 -0.5
C 4.280 2.649 2.032 0.3 0.5 0.6
C 4.844 3.619 0.978 -1.4 -0.1 0.2
C 4.595 3.201 -0.466 2.2 0.3 0.8
C 4.905 1.759 -0.845 -0.6 0.3 -1.2
C 3.806 1.164 -1.758 0.4 -0.1 0.3
C 2.770 0.287 -1.073 0.6 0.7 0.4
C 3.425 -0.904 -0.368 0.1 0.1 -0.7
C 2.579 -2.163 -0.478 -0.4 0.0 0.3
C 1.458 -2.285 0.511 0.0 0.0 -0.1
C 1.714 -2.362 1.900 1.8 -0.1 0.1
O 3.009 -2.333 2.278 -0.2 -0.2 -0.7
N 3.153 -1.424 3.528 0.5 0.1 1.0
O 3.056 -0.335 3.240 -0.2 0.2 -0.1
N 0.839 -2.468 2.862 -0.6 0.1 -1.5
N -0.397 -2.537 2.393 2.8 0.3 0.6
Br -1.978 -2.745 3.773 -4.8 -1.5 4.6
C -0.772 -2.513 1.175 -0.9 -0.1 -1.0
C -2.243 -2.647 0.989 -0.7 -0.1 -1.6
C -2.958 -1.317 0.938 0.6 -1.1 0.8
C -3.212 -0.511 2.019 0.5 0.0 1.3
C -3.882 0.666 1.901 -0.4 1.0 0.4
C -4.353 1.067 0.684 -0.4 0.7 -0.2
C -4.140 0.248 -0.386 -0.3 1.3 -1.9
C -4.704 0.640 -1.729 0.0 0.2 0.2
C -3.442 -0.913 -0.256 0.5 0.0 -1.5
C 0.143 -2.361 0.131 0.4 0.4 0.4
C -0.222 -2.268 -1.318 -0.1 -1.4 1.4
C 0.248 -3.492 -2.084 0.2 0.1 -0.3
O 0.621 -3.357 -3.203 0.1 0.3 -0.8
Br 0.230 -5.204 -1.255 -0.2 0.3 0.1
H 7.431 -1.200 4.312 0.3 0.1 -0.2
H 6.418 -1.295 2.827 0.2 0.0 -0.2
H 5.780 -1.760 4.375 -0.1 -0.1 0.2
H 5.777 0.596 2.086 -0.1 -0.3 0.0
H 7.124 1.367 2.912 0.2 -0.1 -0.3
H 5.963 3.209 3.241 0.0 0.2 0.2
H 4.693 2.387 4.111 0.2 -0.3 0.3
H 3.407 3.114 2.482 -0.3 0.0 -0.1
H 3.951 1.702 1.614 -0.1 -0.1 -0.2
H 4.332 4.565 1.127 0.1 0.3 0.1
H 5.889 3.842 1.162 0.4 -0.2 -0.3
H 5.241 3.815 -1.078 0.2 0.0 -0.1
H 3.489 3.469 -0.800 -0.2 0.0 0.3
H 5.803 1.800 -1.452 0.2 0.0 -0.1
H 5.155 1.167 0.028 -0.4 -0.1 0.3
H 4.319 0.637 -2.547 -0.1 -0.3 -0.1
H 3.339 2.010 -2.256 -0.2 0.0 -0.2
H 2.245 0.913 -0.348 -0.5 -0.1 0.0
H 2.066 -0.020 -1.860 -0.1 -0.2 0.0
H 4.365 -1.112 -0.871 0.2 0.0 -0.1
H 3.684 -0.614 0.640 -0.1 -0.2 0.3
H 3.156 -3.083 -0.482 0.3 -0.1 0.3
H 2.116 -2.118 -1.456 0.3 -0.2 -0.3
H -2.426 -3.081 0.010 0.1 -0.3 -0.3
H -2.672 -3.360 1.679 0.0 0.1 -0.1
H -2.895 -0.782 3.005 0.1 0.0 0.0
H -4.058 1.300 2.752 0.0 0.0 0.3
H -4.908 1.982 0.534 0.0 0.2 0.2
H -5.364 -0.125 -2.121 -0.1 -0.2 -0.2
H -3.929 0.842 -2.467 0.1 0.0 -0.1
H -5.285 1.546 -1.610 -0.1 0.2 -0.1
H -3.353 -1.508 -1.156 0.1 -0.4 -0.1
H -1.290 -2.199 -1.507 -0.3 0.3 0.2
H 0.299 -1.382 -1.711 0.3 -0.9 1.1
Br 3.379 5.222 -1.545 -0.5 -0.2 -0.3
C -7.234 -2.698 0.626 -0.1 0.2 0.5
Cl -6.561 -4.331 0.593 0.0 -0.2 -0.1
Cl -8.613 -2.643 -0.509 -0.1 0.0 -0.1
Cl -7.783 -2.286 2.248 -1.1 0.0 -0.4
Cl -6.007 -1.540 0.155 -1.0 -0.7 0.0
Al -0.078 -0.524 -3.206 -0.2 1.1 -2.1
C -10.109 -6.285 0.284 1.0 -0.7 0.8
Cl -11.187 -5.059 -0.498 -2.0 -1.3 -0.9
Cl -9.674 -5.753 1.875 -0.1 0.1 0.0
H -10.640 -7.228 0.339 -0.3 0.1 -0.1
H -9.217 -6.385 -0.327 -0.1 0.3 -0.2
O 0.497 3.465 -3.348 0.1 -0.3 0.2
H 1.346 3.912 -3.245 0.0 0.0 -0.2
H 0.016 3.690 -2.546 -0.1 0.1 0.0
C -4.281 5.275 0.032 0.0 0.2 0.0
O -5.095 4.373 -0.074 0.1 -0.2 0.0
N -2.928 5.041 0.080 0.0 0.0 -0.1
N -4.648 6.584 0.113 0.0 -0.1 0.0
H -2.243 5.767 0.169 0.0 0.0 0.0
H -2.627 4.088 0.026 0.0 0.0 0.1
H -5.629 6.787 0.081 0.0 0.0 0.0
H -3.997 7.340 0.201 0.0 0.0 0.0
Br -12.967 -6.560 -1.230 1.6 1.5 0.6
F -5.410 -2.856 2.910 2.9 -0.7 3.4
C 3.967 0.330 -6.606 -0.2 -0.5 -0.3
C 4.423 1.279 -5.452 0.3 0.4 0.4
O 4.731 0.715 -4.385 -0.1 -0.4 -0.3
O 4.413 2.476 -5.756 -0.2 0.1 -0.1
H 3.996 -0.707 -6.282 0.1 0.0 0.2
H 2.953 0.588 -6.904 0.0 0.2 0.0
H 4.631 0.457 -7.457 0.0 0.2 0.0
Be -4.394 -2.990 4.116 0.2 0.7 -3.2
```
Forces are in eV/Å.

Results
Highest occupied orbital energy ... -11.01 eV
Net charge ... +2
Max |F| ... 0.13190 hartree/bohr
LUMO energy ... -9.744 eV